No. 1
ORCA calculation (wB97M-V/def2-TZVPD) on 2 unconnected molecules or ions with the total composition C7H16BrNO4P at a distorted geometry.

The geometry in XYZ format:
```
30
Properties=species:S:1:pos:R:3
C -2.2798 -2.1057 -0.4417
C -2.6677 -1.6704 -1.7759
C 0.2599 3.6804 -0.2997
C 3.2270 -0.9065 0.5966
C 1.1036 2.3669 -0.4954
C 1.9875 -1.8117 0.2354
C -1.6228 -0.2073 0.6274
N -1.3684 -0.5034 2.0815
O -2.4733 -3.0147 0.2786
O -0.1060 -0.1891 -1.7143
O 0.5628 1.2715 0.3258
O 0.7119 -1.2729 0.6343
P -0.0159 -0.0743 -0.2366
Br -2.8905 1.1805 0.3227
H -3.4578 -2.2107 -2.2150
H -2.8660 -0.6716 -1.8086
H -1.8963 -1.5867 -2.4737
H 0.2747 4.1565 -1.3958
H -0.8074 3.3555 -0.0253
H 0.6743 4.3107 0.5183
H 3.9894 -1.3605 0.0484
H 3.1213 0.2121 0.4231
H 3.4839 -1.0529 1.7041
H 2.0441 2.6581 -0.2189
H 1.0501 2.2314 -1.5921
H 1.8889 -2.7461 0.6419
H 2.1417 -2.0405 -0.8646
H -1.0924 0.2648 2.5467
H -2.3035 -0.8829 2.4095
H -0.6731 -1.3806 2.1632
```

The HOMO-LUMO gap (alpha / beta) is 9.21 / 9.21 eV. The calculated total energy is -96521.73417 eV. The energy above the lowest of the compared OMol25 structures with the same formula, charge and spin is 1.571 eV. As for the total charge: +1. The HOMO energy (alpha / beta) is -12.79 / -12.79 eV.


No. 2
ORCA calculation (wB97M-V/def2-TZVPD) on 2 unconnected molecules or ions with the total composition C7H16ClFNO6PS at a distorted geometry.

The geometry in XYZ format:
```
34
Properties=species:S:1:pos:R:3
O 1.3166 1.4442 3.6676
C 1.1727 0.4139 4.1854
O 2.1390 -0.4823 4.4619
P 3.7314 0.1313 4.2509
O 3.8141 1.5829 5.0416
Cl 3.9397 0.5474 2.1964
O -0.0874 -0.0253 4.6402
S -1.2929 0.6129 3.7578
O -1.1977 0.2798 2.3913
O -1.5183 1.9695 4.0541
F -2.5723 -0.1492 4.3223
H 3.6980 2.3056 4.3967
C -1.0509 -2.6937 -3.0078
C -0.4116 -1.7492 -1.9990
N 0.0766 -0.5131 -2.5849
C 0.9196 0.2567 -1.6815
C 0.2786 0.8175 -0.4092
C -0.8929 0.2599 -3.3450
C -2.1646 0.7199 -2.6244
H -0.3638 -2.9181 -3.8259
H -1.3102 -3.6345 -2.5187
H -1.9707 -2.2831 -3.4283
H 0.4338 -2.2786 -1.5504
H -1.1306 -1.5633 -1.1878
H 1.3806 1.0791 -2.2374
H 1.7585 -0.3824 -1.3833
H -0.3515 1.6809 -0.6211
H 1.0607 1.1586 0.2753
H -0.3134 0.0740 0.1216
H -1.1925 -0.3322 -4.2150
H -0.3946 1.1330 -3.7759
H -2.6056 -0.0668 -2.0104
H -2.9157 1.0146 -3.3617
H -1.9826 1.5903 -1.9954
```

The HOMO-LUMO gap is 8.16 eV. The structure (SMILES) is O=C(OP(O)Cl)OS(=O)(=O)F.CCN(CC)CC. The calculated total energy is -56658.04583 eV. The HOMO energy is -7.98 eV.


No. 3
ORCA calculation (wB97M-V/def2-TZVPD) on 2 unconnected molecules or ions with the total composition C7H16N at a distorted geometry.

The geometry in XYZ format:
```
24
Properties=species:S:1:pos:R:3
C -0.0885 1.8112 -1.0985
C -0.6729 0.7805 -1.6751
C 0.0120 -0.3337 -2.3738
C -0.8372 2.9421 -0.4277
H 0.9932 1.9002 -1.0431
H -1.7539 0.7671 -1.7085
H -0.4047 -1.2906 -2.0499
H -0.1167 -0.2792 -3.4512
H 1.0884 -0.3454 -2.1602
H -1.8929 2.8982 -0.6541
H -0.4475 3.9041 -0.7454
H -0.7062 2.8980 0.6551
C -0.2082 -1.4816 2.6388
C 0.4000 -1.5021 1.2754
C 0.4228 -2.4948 0.4331
N 1.0176 -0.2123 0.8890
H -0.4880 -2.4883 2.9178
H 0.4774 -1.1143 3.4045
H -1.1025 -0.8553 2.6601
H 0.8617 -2.4308 -0.5503
H -0.0229 -3.4263 0.7390
H 1.8384 0.0016 1.4670
H 0.3405 0.5545 0.9578
H 1.2903 -0.2027 -0.1000
```

The HOMO-LUMO gap is 9.94 eV. The calculated total energy is -9001.01083 eV. The energy above the lowest of the compared OMol25 structures with the same formula, charge and spin is 1.294 eV. As for the total charge: +1. The HOMO energy is -13.21 eV.


No. 4
ORCA calculation (wB97M-V/def2-TZVPD) on a gas-phase ion, C7H16N (charge +1) at a distorted geometry.

The geometry in XYZ format:
```
24
Properties=species:S:1:pos:R:3
C 0.1828 1.4888 2.0658
C -0.1392 0.4007 1.1527
C -0.4081 0.6817 -0.3451
C 0.6303 0.0107 -1.1608
C 0.6608 -1.3180 -1.4667
C -0.5418 -2.2609 -1.2167
C 1.7920 0.9127 -1.5224
N -1.5884 -0.1801 1.4518
H -0.4626 2.2695 2.2585
H 1.1512 1.9142 1.8040
H 0.1514 1.0076 3.0707
H 0.6077 -0.3645 1.2451
H -1.3915 0.4993 -0.6742
H -0.4244 1.8343 -0.4303
H 1.4873 -1.6802 -2.1087
H -1.3757 -1.7482 -0.9563
H -0.2056 -2.9728 -0.4451
H -0.7502 -2.9833 -2.0329
H 1.5304 1.7832 -2.0581
H 2.4491 1.2800 -0.8163
H 2.5981 0.3502 -2.0745
H -1.9792 -0.1369 2.3815
H -2.2682 0.3069 0.7944
H -1.7061 -1.0948 1.0839
```

The HOMO-LUMO gap is 9.17 eV. The structure (SMILES) is C/C=C(/C)C[C@@H](C)[NH3+]. The calculated total energy is -9000.11753 eV. The energy above the lowest of the compared OMol25 structures with the same formula, charge and spin is 2.187 eV. As for the total charge: +1. The HOMO energy is -12.62 eV.


No. 5
ORCA calculation (wB97M-V/def2-TZVPD) on 2 unconnected molecules or ions with the total composition C7H16N2 at a distorted geometry.

The geometry in XYZ format:
```
25
Properties=species:S:1:pos:R:3
C -0.5550 0.1939 1.4013
C -0.4429 1.9003 -0.9698
C -1.0309 -2.0520 0.4318
C 0.2504 1.1995 2.1617
C -1.0020 1.0192 -2.0764
C 1.1961 -0.8976 0.0908
C -0.1013 -0.9023 0.7379
N 1.7441 0.2541 -0.1672
N 1.6371 -2.0722 -0.4812
H -1.6045 0.1802 1.6816
H 2.6080 0.1992 -0.6987
H 0.5856 1.2918 -0.5676
H 1.2742 -2.9427 -0.1328
H 2.5931 -2.0986 -0.7975
H -1.2412 2.2423 -0.3149
H 0.0010 2.8127 -1.3759
H -1.0116 -2.3195 -0.6259
H -0.7675 -2.9415 1.0112
H -2.0546 -1.7923 0.6955
H 1.2921 1.1921 1.8540
H -0.1416 2.2016 1.9861
H 0.1711 0.9890 3.2310
H -1.8607 1.4712 -2.5794
H -0.2387 0.8178 -2.8288
H -1.3004 0.0540 -1.6668
```

The HOMO-LUMO gap is 9.28 eV. The structure (SMILES) is [H]/N=C(N)/C(C)=C\C.CC. The calculated total energy is -10497.16205 eV. The energy above the lowest of the compared OMol25 structures with the same formula, charge and spin is 2.095 eV. The HOMO energy is -8.42 eV.


No. 6
ORCA calculation (wB97M-V/def2-TZVPD) on 3 unconnected molecules or ions with the total composition C7H16N2 at a distorted geometry.

The geometry in XYZ format:
```
25
Properties=species:S:1:pos:R:3
C -0.1928 1.2998 2.2137
C -0.0282 0.3591 -0.1572
C -0.0578 -0.6542 0.7277
C 1.2081 0.9356 -0.7472
C 0.7639 -2.3917 -2.2775
C -0.3450 -1.7715 -1.5017
N 0.7963 2.3152 2.3045
N -1.5432 1.6982 2.0893
C -1.6387 -1.9419 -1.7139
H -0.0494 0.5436 2.9792
H -0.9741 0.7855 -0.4714
H 0.7377 3.0141 1.5735
H -1.9321 2.1111 2.9360
H 1.7412 1.9545 2.3556
H -1.7071 2.3299 1.3155
H -0.9942 -1.0305 1.1098
H 0.8554 -1.1348 1.0511
H 1.1479 0.9165 -1.8370
H 1.3224 1.9832 -0.4484
H 2.0987 0.3872 -0.4380
H 1.3948 -3.0154 -1.6355
H 1.4237 -1.6296 -2.7077
H 0.4064 -3.0251 -3.1085
H -2.0357 -2.5894 -2.5070
H -2.3980 -1.4495 -1.1050
```

The HOMO-LUMO gap (alpha / beta) is 6.62 / 7.59 eV. The calculated total energy is -10492.56391 eV. The energy above the lowest of the compared OMol25 structures with the same formula, charge and spin is 6.693 eV. The HOMO energy (alpha / beta) is -5.77 / -6.68 eV.


No. 7
ORCA calculation (wB97M-V/def2-TZVPD) on C7H16N2 in the gas phase at a distorted geometry.

The geometry in XYZ format:
```
25
Properties=species:S:1:pos:R:3
C 0.6781 0.1226 -0.1322
C -0.8748 0.0795 0.2898
C 1.6408 -1.0325 0.2942
C 1.0743 -0.2724 -1.5773
C -0.9668 -0.4580 1.7273
C -1.5092 1.4814 0.2503
C -1.6921 -0.8360 -0.6328
N 2.3645 -0.9114 -0.9972
N 1.3221 1.4096 0.2110
H 3.1306 -0.2415 -0.9482
H 1.1247 2.1594 -0.4488
H 2.3337 1.3673 0.3064
H 1.1600 -2.0110 0.4035
H 2.2509 -0.8508 1.1871
H 0.4899 -1.0638 -2.0546
H 1.2268 0.5321 -2.3019
H -2.7337 -0.9093 -0.2969
H -1.9966 -0.4104 2.1015
H -0.3345 0.1181 2.4105
H -0.6537 -1.5059 1.7860
H -1.0443 2.1571 0.9775
H -1.4178 1.9361 -0.7416
H -2.5751 1.4404 0.5065
H -1.2825 -1.8509 -0.6620
H -1.7153 -0.4497 -1.6581
```

The HOMO-LUMO gap is 9.58 eV. The structure (SMILES) is CC(C)(C)C1(N)CNC1. The calculated total energy is -10497.65946 eV. The energy above the lowest of the compared OMol25 structures with the same formula, charge and spin is 1.598 eV. The HOMO energy is -8.71 eV.


No. 8
ORCA calculation (wB97M-V/def2-TZVPD) on a molecular structure, C7H16N2 at a distorted geometry.

The geometry in XYZ format:
```
25
Properties=species:S:1:pos:R:3
C -0.0538 1.0670 0.9455
C 1.3616 1.3228 0.4157
C -0.9072 2.3361 0.7781
N 0.0434 0.6290 2.3434
C -0.7302 -0.0623 0.1643
N -1.7942 -0.2017 -0.3604
H -0.8663 0.6536 2.7914
H 0.6670 1.2321 2.8672
H 1.7968 2.1840 0.9285
H 1.3380 1.5452 -0.6511
H 2.0118 0.4676 0.5878
H -1.9195 2.1672 1.1458
H -0.4552 3.1573 1.3391
H -0.9800 2.6257 -0.2709
C 0.5528 -1.5736 -1.8177
C 0.4004 -1.6676 0.3118
C -0.7715 -1.7756 -2.3503
H 1.0176 -0.6042 -1.9470
H 1.2485 -2.4005 -1.7931
H -1.0161 -1.1342 -3.1987
H 0.1713 -1.4371 1.3601
H -0.0751 -2.6357 0.1832
H 1.4862 -1.7350 0.3091
H -1.0266 -2.8177 -2.5338
H -1.4996 -1.3424 -1.5479
```

The HOMO-LUMO gap (alpha / beta) is 8.73 / 8.73 eV. The calculated total energy is -10494.12125 eV. The energy above the lowest of the compared OMol25 structures with the same formula, charge and spin is 5.136 eV. The HOMO energy (alpha / beta) is -8.09 / -8.09 eV.